Record 1
Molecular formula: C3H15NO4
Method: DFT, the ωB97M-V functional and the def2-TZVPD basis

```
23
Properties=species:S:1:pos:R:3:forces:R:3
N -0.02742 0.45679 -1.04008 -0.1 0.6 -0.8
C 2.65886 -1.37751 -0.10670 0.8 1.9 0.6
C 2.55641 1.15823 0.32434 2.6 -1.7 0.6
C 2.19692 -0.18383 0.45405 -0.7 -0.8 2.1
H 0.06474 0.33504 -2.05398 0.5 0.2 0.3
H -0.95436 0.96368 -0.92334 0.9 -0.2 0.8
H 3.62533 -1.31235 -0.62147 -0.7 -0.5 -0.6
H 2.21482 -2.33436 0.18930 0.2 0.4 -0.2
H 2.23130 1.78527 1.14778 -0.4 0.4 -0.5
H 3.50492 1.43303 -0.19186 -1.3 0.2 -0.4
H 1.55924 -0.33276 1.35200 -0.6 0.1 -1.2
H -2.85271 0.60384 -0.47837 0.8 -1.4 0.3
H -2.80676 2.12529 0.55110 -0.5 0.7 0.3
O -2.08329 1.59289 0.25368 0.1 -0.1 -0.2
H -0.70760 -0.70311 1.42349 -0.3 0.4 0.4
H -1.31016 0.71287 1.57308 0.4 -0.1 -0.3
O -0.61715 0.10925 1.96146 0.1 -0.3 -0.1
H -1.82336 -1.94363 -0.36550 -0.3 0.4 -0.1
H -0.46164 -1.27722 -0.49329 -0.1 0.5 -0.3
O -0.89448 -2.05689 -0.13129 0.5 -1.0 0.4
H -3.84526 -0.30526 -1.35551 0.5 -0.4 0.2
H 0.78368 0.95084 -0.60865 -1.4 -0.2 -0.7
O -3.01203 -0.40011 -0.86021 -1.1 1.1 -0.5
```
Positions in Å, forces in eV/Å.

## Properties
E_HOMO: -8.134 eV
LUMO: -4.45 eV
HOMO-LUMO gap: 3.7 eV
DFT total energy: -13028.542 eV
total charge: 0
M: 129.16 g/mol

Record 2
Molecular formula: C4H5CuLiO2
Method: DFT, the ωB97M-V functional and the def2-TZVPD basis

```
13
Properties=species:S:1:pos:R:3:forces:R:3
C 0.19234 -0.84543 -1.15933 -2.7 -0.6 0.3
C 1.46442 -0.68980 -0.46235 2.4 1.7 -0.4
C 1.53577 0.76276 -0.11772 1.1 -1.1 -0.2
C 2.35861 1.37608 -1.10456 -0.9 2.9 1.5
O 2.06829 2.57411 -1.56934 1.3 -0.4 0.4
O -0.82881 -1.39163 -0.68809 2.0 0.7 -0.9
Cu -1.92509 -2.96204 0.55665 0.2 0.2 -0.1
Li 3.15803 3.97984 -1.63258 -0.6 -0.5 -0.1
H 0.09857 -0.30893 -2.12258 0.1 -0.2 0.1
H 2.35957 -0.41615 -1.42559 -1.6 -2.0 1.4
H 1.55565 -1.36222 0.40062 0.3 -0.3 -0.5
H 1.63804 1.05728 0.92889 -1.2 0.6 -0.4
H 3.44848 1.19057 -0.97477 -0.4 -1.2 -1.2
```
Positions in Å, forces in eV/Å.

## Properties
E_HOMO (alpha / beta): -5.260 / -7.169 eV
LUMO (alpha / beta): -1.57 / -1.57 eV
HOMO-LUMO gap (alpha / beta): 3.7 / 5.6 eV
DFT total energy: -53162.372 eV
spin multiplicity: 2
total charge: 0
M: 155.57 g/mol

Record 3
Molecular formula: C33H74BCl2N5O11
Method: DFT, the ωB97M-V functional and the def2-TZVPD basis

```
126
Properties=species:S:1:pos:R:3:forces:R:3
C 5.08386 -4.97841 0.04035 -0.2 -0.7 0.3
O 4.13563 -4.04521 -0.54281 1.6 0.3 0.8
C 4.81293 -2.83634 -0.95397 -0.3 1.0 -0.9
C 3.98716 -1.50863 -0.55253 1.1 -1.3 0.0
C 3.76005 -1.52157 1.02302 0.5 0.7 0.0
C 2.28507 -1.19822 1.51470 0.6 0.5 -0.3
C 1.29764 -2.43524 1.64758 -1.3 1.5 2.0
C 1.98185 -3.34939 2.77362 -0.2 -1.4 0.2
N 1.10635 -3.48217 3.99789 1.3 -0.6 -0.1
N 0.09430 -1.86942 2.39290 -1.5 0.4 -2.4
C -1.15972 -2.53166 1.95114 -0.7 0.8 0.8
O -2.24090 -2.13959 2.39122 2.4 -1.1 -1.5
C -0.83045 -3.69943 0.86251 0.2 0.8 1.9
B -0.87714 -5.01881 1.81664 0.1 -1.5 2.3
O -0.43523 -6.33728 1.47154 0.8 2.6 0.5
O -1.36542 -4.87553 3.17442 -0.3 -0.8 -2.6
C -1.99218 -3.95356 -0.17599 0.3 1.3 -0.8
Cl -3.55987 -4.45289 0.70019 1.0 0.3 -0.4
C -1.77020 -5.04081 -1.30533 -1.9 -0.3 -1.2
C -2.35027 -4.52995 -2.73208 0.8 -0.1 -0.2
Cl -0.08596 -5.64602 -1.60800 -0.5 0.2 0.4
C 0.57244 -3.08147 0.38797 1.1 -0.4 -1.3
C 0.20994 -1.98324 -0.74150 0.3 0.6 0.1
O -0.00653 -2.55762 -2.04318 0.7 0.4 0.6
C 1.18004 -2.57893 -2.84411 0.4 -0.6 -1.6
H 5.70448 -5.50070 -0.76664 -0.8 0.7 1.0
H 4.48735 -5.76181 0.62255 0.8 1.1 -0.9
H 5.79074 -4.47086 0.78124 -0.9 -0.5 -1.0
H 4.91037 -2.89667 -2.09554 0.1 0.3 1.5
H 5.85131 -2.74509 -0.49036 -1.3 -0.3 -0.5
H 3.05153 -1.48146 -1.18222 1.0 0.2 0.9
H 4.68564 -0.64592 -0.82234 -1.2 -1.0 0.1
H 4.19491 -2.48741 1.45683 -1.0 1.2 -0.6
H 4.43053 -0.69567 1.45279 -0.9 -1.1 -0.5
H 1.88183 -0.32038 0.88238 0.5 -1.6 0.8
H 2.38946 -0.75980 2.56991 -0.4 -0.8 -1.3
H 2.97663 -2.97518 3.16234 -0.9 -0.2 -1.3
H 2.13049 -4.40482 2.35716 0.0 1.3 0.5
H 1.24128 -2.65781 4.59504 -0.3 -0.3 -0.5
H 1.51942 -4.26005 4.54385 -0.4 0.5 -0.4
H -0.07753 -0.93274 1.97183 0.2 -0.3 0.8
H 0.48395 -6.20897 1.14363 -0.9 -0.5 -0.4
H -2.33854 -4.80418 3.17890 0.5 0.3 0.1
H -2.28432 -2.97827 -0.69687 0.4 -1.4 0.9
H -2.41316 -5.95002 -1.04947 1.4 1.2 -0.1
H -1.55791 -4.74961 -3.52724 -1.2 0.2 1.1
H -2.51080 -3.41098 -2.76431 0.1 -1.3 0.2
H -3.29351 -5.08919 -3.00692 1.0 0.7 0.4
H 1.32592 -3.83037 -0.01360 -1.2 0.7 0.0
H 1.00319 -1.18378 -0.85986 -0.7 -0.9 0.4
H -0.75595 -1.42092 -0.48132 1.3 -0.9 -0.1
H 0.91723 -3.17546 -3.78679 0.2 0.8 1.3
H 2.04725 -3.15508 -2.36974 -1.1 0.9 -0.3
H 1.50078 -1.53727 -3.22904 -0.4 -1.4 1.1
C -5.15592 -1.12375 2.24334 0.1 0.2 -0.1
O -5.89473 0.08787 2.17655 -0.2 -0.3 0.2
C -7.11756 0.04441 2.90819 0.0 0.6 -0.1
C -7.04693 0.98151 4.11097 0.3 -0.4 -0.1
N -6.12572 0.46904 5.12494 -0.2 0.2 -0.1
C -5.82362 1.43172 6.18447 0.2 -0.2 -0.1
C -5.06996 2.70722 5.78265 0.1 0.0 0.5
O -3.73339 2.47580 5.35310 -0.4 0.2 -0.2
C -3.59965 2.15574 3.97629 0.3 -0.1 0.2
H -4.31049 -1.04246 1.56073 -0.1 0.0 0.1
H -4.76424 -1.28730 3.25032 0.0 -0.2 0.0
H -5.77039 -1.97727 1.93707 0.0 0.0 0.1
H -7.38338 -0.97473 3.20858 0.2 0.0 0.1
H -7.90103 0.40383 2.23351 0.0 0.0 0.0
H -8.04474 1.08228 4.54953 0.0 0.0 0.0
H -6.72796 1.96445 3.74671 -0.2 0.1 -0.2
H -5.25477 0.20722 4.67671 -0.1 0.0 0.0
H -5.21352 0.90144 6.92230 0.0 0.1 0.0
H -6.75554 1.70787 6.69033 0.0 0.0 -0.1
H -4.98727 3.32776 6.68096 0.0 0.0 0.0
H -5.61811 3.31079 5.05094 0.0 -0.1 -0.2
H -4.36131 2.63907 3.35800 -0.1 -0.1 0.1
H -3.62742 1.07337 3.83425 -0.1 0.0 -0.2
H -2.61794 2.49904 3.64325 0.0 0.0 0.1
C 1.91716 4.81543 -5.83902 -0.2 -0.2 0.0
O 1.88463 3.60163 -6.57138 0.3 0.3 0.1
C 3.12607 3.29366 -7.20565 -0.1 -0.6 -0.1
C 3.76189 2.06308 -6.56374 -0.1 0.4 0.3
N 4.23616 2.35884 -5.21232 0.0 -0.2 -0.2
C 4.63029 1.17157 -4.45383 -0.2 0.3 0.2
C 3.53223 0.15418 -4.11624 0.3 -0.1 0.3
O 2.55176 0.64208 -3.20463 0.0 -0.2 -0.5
C 1.48386 1.35617 -3.81516 0.0 0.1 0.3
H 0.90302 5.03271 -5.49994 0.0 -0.1 -0.1
H 2.55881 4.72403 -4.95794 0.1 0.2 0.0
H 2.25975 5.64467 -6.46662 0.0 0.0 0.1
H 3.81282 4.14678 -7.20280 -0.1 0.0 0.2
H 2.89549 3.05985 -8.24943 0.0 0.0 0.0
H 4.60582 1.73230 -7.17696 0.0 0.0 0.0
H 3.00856 1.26760 -6.55348 -0.1 -0.1 -0.2
H 3.49912 2.83151 -4.70103 0.1 0.0 -0.1
H 5.05376 1.53180 -3.51092 0.0 -0.1 0.0
H 5.44132 0.66231 -4.98614 -0.1 0.0 -0.1
H 4.01750 -0.68563 -3.60640 0.0 0.0 0.0
H 3.06070 -0.27044 -5.00944 -0.1 0.2 0.0
H 1.25389 0.99034 -4.81986 0.1 0.0 0.0
H 1.71359 2.42272 -3.84203 -0.1 0.0 -0.1
H 0.59499 1.23369 -3.19304 0.1 -0.1 0.0
C -2.41068 5.63391 0.31052 0.2 0.2 0.0
O -1.25714 5.82994 1.11188 -0.3 -0.2 0.0
C -1.18814 4.93839 2.22506 0.5 0.1 0.2
C -0.03104 3.95737 2.05196 -0.4 0.0 -0.3
N -0.30550 3.00050 0.97999 0.2 0.0 0.2
C 0.85505 2.19413 0.59974 -0.2 0.2 -0.2
C 2.05154 2.92999 -0.02026 0.1 -0.5 -0.1
O 1.78251 3.48366 -1.29985 0.1 0.2 0.3
C 1.20286 4.77894 -1.28039 0.0 -0.2 -0.3
H -2.44578 6.43235 -0.43230 0.1 0.0 0.1
H -2.36207 4.67801 -0.21871 -0.2 -0.1 0.0
H -3.32229 5.68033 0.91506 0.0 -0.1 -0.1
H -2.13541 4.41511 2.39258 0.1 0.0 -0.2
H -0.99116 5.55364 3.10806 0.0 -0.1 0.0
H 0.12300 3.41340 2.98906 0.0 0.0 0.0
H 0.87061 4.54208 1.83872 0.1 0.1 0.2
H -0.62273 3.50640 0.16082 0.0 0.0 0.1
H 0.49775 1.45939 -0.13034 0.1 0.0 0.0
H 1.19517 1.62680 1.47295 0.0 0.2 0.0
H 2.83857 2.18554 -0.18225 0.0 0.0 -0.1
H 2.48289 3.67986 0.65149 -0.2 0.1 0.0
H 1.53114 5.37219 -0.42294 -0.1 -0.1 0.0
H 0.11297 4.70642 -1.29610 0.0 0.2 0.1
H 1.50435 5.29767 -2.19284 0.1 -0.1 0.0
```
Positions in Å, forces in eV/Å.

## Properties
E_HOMO: -8.380 eV
LUMO: 0.50 eV
HOMO-LUMO gap: 8.9 eV
SMILES: COCCCC[C@@]1(CN)NC(=O)[C@@](B(O)O)([C@H](Cl)[C@@H](C)Cl)[C@H]1COC.COCCNCCOC.COCCNCCOC.COCCNCCOC
DFT total energy: -91109.798 eV
total charge: 0
M: 798.70 g/mol

> Look up the total charge of the third one.

0

> Which of these has the highest M?

C33H74BCl2N5O11